Density functional theory data (ωB97M-V/def2-TZVPD) for C42H36CoN9O3SSe as an isolated structure.

Calculated values
E_LUMO (spin up / spin down) = -3.1705 / -3.1574 eV
⟨S²⟩ = 0.781
Charge = +1
Calculated total energy = -177497.6269 eV
Gap between HOMO and LUMO (spin up / spin down) = 6.7 / 6.7 eV
2S+1 = 2

Positions of all 93 atoms, in Å:
Co1 0.211 0.303 0.313
S1 -7.194 1.344 -0.550
N1 -6.312 0.007 -0.751
C1 -5.072 0.307 -0.404
C2 -3.944 -0.610 -0.421
C3 -4.029 -1.965 -0.733
C4 -2.878 -2.722 -0.705
C5 -1.670 -2.107 -0.383
N2 -1.575 -0.818 -0.101
C6 -2.692 -0.081 -0.099
C7 -2.534 1.319 0.297
N3 -1.285 1.708 0.584
C8 -1.088 2.932 1.051
C9 -2.124 3.847 1.222
C10 -3.408 3.476 0.882
C11 -3.626 2.185 0.408
C12 -4.920 1.661 0.012
N4 -6.049 2.346 -0.020
H1 -4.989 -2.401 -0.980
H2 -2.901 -3.780 -0.927
H3 -0.744 -2.670 -0.361
H4 -0.066 3.189 1.301
H5 -1.913 4.831 1.617
H6 -4.243 4.157 0.979
C13 2.450 -4.344 1.107
O1 3.089 -3.093 0.929
C14 4.097 -3.014 0.012
C15 4.498 -4.054 -0.812
C16 5.535 -3.862 -1.722
C17 6.167 -2.637 -1.805
C18 5.754 -1.592 -0.986
C19 4.724 -1.767 -0.082
N5 4.341 -0.714 0.789
C20 2.964 -0.445 1.020
N6 2.664 -0.486 2.310
C21 1.402 -0.358 2.910
C22 0.250 -0.063 2.195
C23 -0.936 -0.028 2.955
C24 -0.959 -0.262 4.315
C25 0.216 -0.548 5.006
C26 1.396 -0.599 4.300
O2 2.612 -0.925 4.839
C27 2.824 -0.629 6.214
N7 2.100 -0.139 0.084
C28 2.660 -0.113 -1.240
C29 2.394 -1.131 -2.143
C30 2.956 -1.111 -3.411
C31 3.788 -0.068 -3.785
C32 4.067 0.952 -2.886
C33 3.509 0.926 -1.620
O3 3.862 1.889 -0.697
C34 2.906 2.942 -0.591
H7 1.711 -4.194 1.889
H8 3.162 -5.111 1.417
H9 1.950 -4.668 0.189
H10 4.017 -5.019 -0.748
H11 5.845 -4.681 -2.356
H12 6.976 -2.483 -2.505
H13 6.234 -0.623 -1.054
H14 4.827 0.149 0.566
H15 3.413 -0.795 2.913
H16 -1.883 0.182 2.475
H17 -1.897 -0.229 4.853
H18 0.192 -0.740 6.068
H19 3.837 -0.949 6.439
H20 2.136 -1.174 6.859
H21 2.725 0.443 6.395
H22 1.756 -1.948 -1.828
H23 2.747 -1.916 -4.104
H24 4.229 -0.052 -4.773
H25 4.731 1.767 -3.145
H26 3.260 3.611 0.191
H27 1.922 2.543 -0.328
H28 2.828 3.483 -1.536
C35 -2.835 -0.114 -3.596
N8 -2.702 1.239 -3.083
C36 -1.581 1.779 -2.555
Se1 0.038 0.910 -2.264
N9 -1.859 3.070 -2.285
C37 -3.170 3.377 -2.633
C38 -3.922 4.537 -2.526
C39 -5.237 4.468 -2.954
C40 -5.778 3.285 -3.472
C41 -5.022 2.132 -3.581
C42 -3.706 2.203 -3.148
H29 -1.995 -0.702 -3.234
H30 -2.829 -0.102 -4.685
H31 -3.769 -0.544 -3.240
H32 -1.165 3.695 -1.909
H33 -3.503 5.452 -2.130
H34 -5.860 5.350 -2.891
H35 -6.810 3.276 -3.796
H36 -5.438 1.219 -3.988

Here are the Mulliken charges for atoms 1 to 6, given in e: Co 0.10; S 0.13; N -0.73; C 0.58; C 0.46; C -0.62

---

Density functional theory data (ωB97M-V/def2-TZVPD) for a 2-piece molecular cluster, C5H15N2 overall.

Calculated values
E_LUMO = -2.9147 eV
Charge = +1
Calculated total energy = -8401.9730 eV
Gap between HOMO and LUMO = 11.7 eV
Relative energy (zero: lowest compared OMol25 entry of this formula, charge and spin) = 0.704 eV

Positions of all 22 atoms, in Å:
C1 2.813 -2.091 0.328
C2 2.944 0.062 -0.598
N1 2.196 -0.889 -0.249
H1 2.519 -2.157 1.376
H2 3.901 -2.054 0.264
H3 2.411 -2.962 -0.187
H4 2.507 0.960 -1.018
H5 4.029 0.020 -0.487
C3 -0.948 0.474 0.222
C4 -2.357 0.858 -0.195
C5 -2.850 2.077 0.573
N2 -0.509 -0.798 -0.449
H6 -0.240 1.245 -0.067
H7 -0.876 0.324 1.295
H8 -3.035 0.014 -0.030
H9 -2.376 1.051 -1.268
H10 -2.842 1.890 1.646
H11 -2.217 2.942 0.379
H12 -3.867 2.317 0.284
H13 -0.926 -1.602 0.017
H14 -0.859 -0.807 -1.406
H15 0.583 -0.873 -0.431

Here are the Mulliken charges for atoms 1 to 6, given in e: C -0.95; C -0.26; N -0.37; H 0.32; H 0.32; H 0.31

---

Density functional theory data (ωB97M-V/def2-TZVPD) for one molecule with the formula C4H5NO.

Calculated values
E_LUMO (spin up / spin down) = -0.2988 / -0.2997 eV
Calculated total energy = -7763.6032 eV
Gap between HOMO and LUMO (spin up / spin down) = 8.6 / 8.6 eV
Relative energy (zero: lowest compared OMol25 entry of this formula, charge and spin) = 2.923 eV

Positions of all 11 atoms, in Å:
C1 0.834 -0.278 -1.186
C2 -0.011 0.020 0.010
C3 -0.642 1.206 0.299
O1 -1.338 1.271 1.388
N1 -1.072 -0.510 2.057
C4 -0.336 -0.860 1.080
H1 0.874 0.617 -1.812
H2 1.862 -0.538 -0.912
H3 0.418 -1.090 -1.792
H4 -0.547 2.064 -0.389
H5 -0.050 -1.899 1.259

Here are the Mulliken charges for atoms 1 to 6, given in e: C -1.09; C 0.26; C 0.01; O -0.49; N -0.28; C -0.04

---

Question: Number 3 is which compound?
Answer: C4H5NO